Record 1
The following is a DFT calculation (ωB97M-V/def2-TZVPD) of a gas-phase ion, C5H12N3 (charge +1).

As for the charge: +1. For the largest force on an atom, the calculation gives 0.1148 Eh/bohr. As for the HOMO energy (spin up / spin down): -10.766 / -10.927 eV. The gap between HOMO and LUMO (spin up / spin down) is 7.325 / 7.594 eV.

Element x y z (Å)
C1 -2.378644 -0.234520 0.658344
C2 -4.317360 0.218028 -0.480370
C3 -0.107759 -0.341632 -0.198410
C4 2.287502 -0.914350 -0.556261
C5 1.606045 1.225075 -0.060883
N1 -3.064790 0.006892 -0.484428
N2 -1.046863 -0.363549 0.721051
N3 1.248028 -0.222882 0.224240
H1 -2.815720 -0.607029 1.615839
H2 -4.715796 0.471208 0.500414
H3 -4.678053 0.191170 -1.504264
H4 -0.507299 -0.371489 -1.168398
H5 3.188329 -0.503477 -0.521299
H6 2.336059 -2.029787 -0.369405
H7 2.067593 -0.936015 -1.562529
H8 2.642587 1.547806 0.389598
H9 1.642988 1.483461 -1.052985
H10 1.011936 1.963703 0.507051
H11 -0.627289 -0.657794 1.578888
H12 1.423886 -0.326177 1.158027

Atoms 1-6, force components in eV/Å:
0.3 -0.6 2.3
1.4 0.3 0.0
-1.1 -1.2 -0.5
-2.7 -5.2 0.5
2.4 2.5 4.7
1.8 -0.9 -0.4



Record 2
The following is a DFT calculation (ωB97M-V/def2-TZVPD) of a molecular structure, C5H12N4.

For the largest force on an atom, the calculation gives 0.0211 Eh/bohr. As for the HOMO energy (spin up / spin down): -6.478 / -6.477 eV. The gap between HOMO and LUMO (spin up / spin down) is 7.009 / 7.007 eV.

Element x y z (Å)
C1 1.362788 0.970321 0.639337
C2 0.810931 -1.198502 1.686928
C3 0.646453 -0.380361 -2.123929
N1 0.422520 -0.133697 0.763388
C4 -1.053624 0.266078 0.747159
C5 -1.230331 -0.070205 -0.593022
N2 -2.207843 0.207966 -1.538522
N3 -0.044549 -0.787816 -0.898735
N4 -1.783923 0.605473 1.755357
H1 -3.032371 -0.382637 -1.485400
H2 -2.508678 1.173763 -1.548573
H3 -1.334256 1.272716 2.379998
H4 1.284204 1.619223 1.517399
H5 1.106890 1.567116 -0.235528
H6 2.390096 0.613046 0.545044
H7 1.819613 -1.543791 1.456953
H8 0.114615 -2.025264 1.565514
H9 0.778224 -0.841080 2.718185
H10 0.210645 -0.956793 -2.943787
H11 1.698433 -0.659535 -2.041266
H12 0.550164 0.683979 -2.366501

Atoms 1-6, force components in eV/Å:
0.0 0.0 0.0
-0.1 0.1 0.1
-0.1 0.0 0.1
-0.1 0.2 -0.1
-0.1 -0.6 -0.5
0.7 0.0 0.8



Record 3
The following is a DFT calculation (ωB97M-V/def2-TZVPD) of a gas-phase ion, C5H12N4 (charge +2).

As for the charge: +2. For the largest force on an atom, the calculation gives 0.0835 Eh/bohr. As for the HOMO energy: -18.478 eV. The gap between HOMO and LUMO is 9.309 eV.

Element x y z (Å)
C1 1.494565 1.367131 0.292025
C2 0.043693 1.242274 -0.180741
C3 -0.734380 -1.782776 0.088432
C4 -1.236097 1.515189 0.205767
C5 0.545913 -1.196720 -0.480923
N1 1.530106 -1.068660 0.391363
N2 2.347649 0.033645 -0.000988
N3 -2.062001 0.413534 -0.232787
N4 -1.805830 -0.746166 0.517519
H1 2.085682 2.050891 -0.262140
H2 1.628621 1.448035 1.306088
H3 0.137594 0.727313 -1.233460
H4 -1.288045 -2.357400 -0.606856
H5 -0.470655 -2.457447 0.911239
H6 -1.745754 1.982442 1.049507
H7 0.733625 -0.990157 -1.510224
H8 3.166622 -0.155126 0.620751
H9 2.363637 -0.126849 -1.038998
H10 -3.072133 0.515428 -0.034182
H11 -2.083461 0.205246 -1.315536
H12 -1.579353 -0.619817 1.514144

Atoms 1-6, force components in eV/Å:
0.1 -0.8 -1.4
0.6 0.2 -2.0
-0.7 1.0 -1.1
2.8 -0.9 0.4
1.7 -1.7 3.3
-3.7 0.3 -0.5



Record 4
The following is a DFT calculation (ωB97M-V/def2-TZVPD) of 2 unconnected molecules or ions with the total composition C5H12N4O2.

For the largest force on an atom, the calculation gives 0.0965 Eh/bohr. As for the HOMO energy (spin up / spin down): -8.242 / -6.491 eV. The gap between HOMO and LUMO (spin up / spin down) is 8.852 / 6.882 eV.

Element x y z (Å)
C1 1.990606 -0.382081 0.864751
C2 1.421094 -1.653094 0.095067
C3 -0.329246 -0.257911 0.498436
C4 -0.304869 1.014558 -1.926009
C5 0.884064 1.831069 1.286782
N1 -1.507039 0.416654 0.431757
N2 0.802576 0.411235 1.036394
N3 -2.620157 -0.092058 0.034902
N4 0.055705 -1.510120 0.200761
O1 -3.694051 0.605426 0.062658
O2 -2.677745 -1.260925 -0.762570
H1 2.308676 -0.622050 1.878915
H2 2.760396 0.075810 0.229301
H3 1.709378 -1.697654 -0.933365
H4 1.660684 -2.745456 0.612468
H5 -0.066964 0.130055 -2.354909
H6 0.486856 1.726905 -1.967629
H7 -1.439069 1.319040 -2.004929
H8 -0.194706 2.048729 1.547920
H9 1.543501 1.797468 2.224530
H10 1.273841 2.400885 0.370997
H11 -0.492866 -2.051421 -0.532986
H12 -3.570664 -1.505063 -0.893249

Atoms 1-6, force components in eV/Å:
-0.7 -1.4 -0.6
2.9 -2.5 2.7
-0.6 3.2 0.3
-3.3 2.6 0.3
-0.5 -1.0 0.9
3.6 -1.2 0.5



Record 5
The following is a DFT calculation (ωB97M-V/def2-TZVPD) of C5H12N4O2 in the gas phase.

For the largest force on an atom, the calculation gives 0.1124 Eh/bohr. As for the HOMO energy: -9.779 eV. The gap between HOMO and LUMO is 10.215 eV.

Element x y z (Å)
C1 -1.670017 -0.976613 1.111922
C2 -0.702650 -0.134838 0.439459
C3 1.399169 0.672817 1.431128
C4 2.093230 -0.486727 0.796213
C5 -1.439358 0.857722 -0.469506
H1 -2.500506 -0.302818 1.438978
H2 -1.334830 -1.349216 2.047422
H3 -2.089568 -1.736262 0.222313
H4 -0.223308 -0.705118 -0.331733
H5 -0.323797 1.732092 1.342477
H6 3.366967 -0.565940 0.837209
H7 1.396336 -1.416939 0.725310
H8 2.274097 1.084491 -0.749761
H9 2.598268 -0.264133 -1.250712
H10 -1.714193 1.180593 -2.550329
H11 -0.879863 -1.447265 -1.742180
H12 0.210210 -0.278217 -1.810631
N1 0.077492 0.695731 1.263019
N2 1.969708 0.133512 -0.613399
N3 -1.621517 0.504865 -1.828132
N4 -0.729987 -0.485508 -2.391790
O1 1.988948 1.542567 2.105029
O2 -2.144831 1.745203 -0.022305

Atoms 1-6, force components in eV/Å:
-3.8 -0.9 -1.6
0.1 1.4 -2.6
2.1 1.0 3.7
2.4 0.3 -3.5
-3.3 0.2 -1.5
0.2 -0.7 -0.4



Record 6
The following is a DFT calculation (ωB97M-V/def2-TZVPD) of 2 unconnected molecules or ions with the total composition C5H12N5.

As for the charge: +1. For the largest force on an atom, the calculation gives 0.0820 Eh/bohr. As for the HOMO energy (spin up / spin down): -9.829 / -12.714 eV. As for the spin multiplicity: 3. The gap between HOMO and LUMO (spin up / spin down) is 6.796 / 6.481 eV.

Element x y z (Å)
C1 1.572829 0.729140 -0.362991
C2 -4.012070 -0.329619 -0.215049
C3 3.310321 -0.844630 -1.019862
C4 3.390033 0.390816 1.221936
C5 2.677805 0.134590 -0.074609
N1 0.488671 1.289500 -0.622666
N2 -3.020139 0.414652 0.105931
N3 -5.272944 0.027262 0.005226
N4 -1.254241 -0.787617 0.815169
N5 -1.750379 0.128204 0.154903
H1 -3.866529 -1.262893 -0.766381
H2 2.717987 -0.981858 -1.920299
H3 4.300590 -0.487035 -1.296221
H4 3.423899 -1.803096 -0.517844
H5 3.333763 -0.502187 1.842041
H6 2.956111 1.223271 1.764518
H7 4.438499 0.598291 1.018329
H8 -6.027731 -0.446930 -0.460618
H9 -5.467808 0.887142 0.489206
H10 -1.919864 -1.425321 1.278933
H11 0.461967 2.184006 -1.108310
H12 -0.480761 0.864305 -0.331344

Atoms 1-6, force components in eV/Å:
0.0 0.0 0.0
0.9 -1.2 -1.3
-0.2 0.0 -0.3
-0.1 0.2 0.1
0.3 -0.2 0.1
-0.7 0.1 -0.1